# 1
Molecular formula: C27H35F7O24
Method: DFT, wB97M-V/def2-TZVPD

The HOMO energy is -9.5110 eV. The multiplicity is 1. Its total charge is 0. The SMILES is O=C1OC[C@@H](F)O1.O=C1OC[C@@H](F)O1.O=C1OC[C@@H](F)O1.O=C1OC[C@@H](F)O1.O=C1OC[C@@H](F)O1.O=C1OC[C@@H](F)O1.O=C1OC[C@@H](F)O1.COCCOCCOC. The calculation puts the gap between HOMO and LUMO at 9.8104 eV.

```
93
C27H35F7O24 wB97M-V/def2-TZVPD
O -2.240 -2.349 3.934
C -1.534 -1.583 4.566
O -1.893 -0.350 4.910
C -0.685 0.400 5.321
C 0.412 -0.672 5.505
F 0.671 -1.046 6.806
O -0.203 -1.789 4.907
H -0.410 1.100 4.513
H -0.883 1.024 6.249
H 1.400 -0.481 5.135
O 3.354 2.029 -3.407
C 3.713 3.103 -3.019
O 2.998 4.216 -2.739
C 3.881 5.278 -2.349
C 5.235 4.570 -2.201
F 5.533 4.446 -0.863
O 5.056 3.301 -2.740
H 3.977 6.036 -3.157
H 3.468 5.677 -1.406
H 6.095 5.087 -2.641
O -5.248 3.743 -2.500
C -4.722 2.815 -2.003
O -3.604 2.773 -1.303
C -3.211 1.425 -0.847
C -4.433 0.598 -1.269
F -5.226 0.298 -0.206
O -5.186 1.490 -2.120
H -2.214 1.150 -1.329
H -3.077 1.484 0.244
H -4.172 -0.332 -1.806
O 6.056 -1.562 2.603
C 5.121 -2.255 2.326
O 3.901 -2.153 2.787
C 3.124 -3.201 2.061
C 4.008 -3.727 1.011
F 3.742 -3.018 -0.277
O 5.246 -3.329 1.387
H 3.007 -3.936 2.839
H 2.238 -2.817 1.614
H 3.943 -4.783 0.761
O 0.435 -0.196 2.560
C 0.855 0.533 1.721
O 1.362 0.241 0.549
C 1.591 1.443 -0.267
C 0.850 2.459 0.578
F -0.418 2.676 -0.020
O 0.711 1.945 1.799
H 2.650 1.641 -0.355
H 1.103 1.282 -1.241
H 1.337 3.474 0.580
O 0.605 5.413 -0.785
C -0.558 5.586 -1.079
O -1.523 6.280 -0.417
C -2.727 6.151 -1.178
C -2.273 5.754 -2.532
F -1.850 6.915 -3.335
O -1.035 5.043 -2.207
H -3.425 5.421 -0.670
H -3.236 7.103 -1.211
H -2.832 5.081 -3.147
O -0.428 1.556 -3.063
C 0.409 1.176 -3.814
O 1.124 0.070 -3.706
C 1.970 -0.112 -4.888
C 1.545 1.122 -5.774
F 0.840 0.649 -6.869
O 0.710 1.891 -4.933
H 3.009 -0.079 -4.559
H 1.608 -0.981 -5.486
H 2.388 1.685 -6.113
C 0.601 -6.991 2.371
O 0.446 -5.567 2.418
C -0.834 -5.126 2.968
C -2.016 -5.328 2.014
O -1.870 -4.409 0.991
C -2.900 -4.519 -0.024
C -3.875 -3.395 0.036
O -3.460 -2.256 -0.677
C -2.362 -1.599 -0.066
H -0.209 -7.462 1.797
H 0.700 -7.506 3.334
H 1.531 -7.152 1.821
H -0.721 -4.120 3.300
H -1.060 -5.692 3.895
H -3.022 -5.197 2.538
H -2.036 -6.363 1.744
H -3.446 -5.475 0.071
H -2.330 -4.574 -0.969
H -4.069 -3.151 1.085
H -4.790 -3.714 -0.447
H -2.690 -1.156 0.902
H -2.031 -0.812 -0.737
H -1.591 -2.317 0.200
```

# 2
Molecular formula: C20H12BaCl5N3O4
Method: DFT, wB97M-V/def2-TZVPD

The HOMO energy is -6.8900 eV. The multiplicity is 1. Its total charge is 0. The relative energy (zero: lowest compared OMol25 entry of this formula, charge and spin) comes out at 6.0 kcal per mole. The calculation puts the gap between HOMO and LUMO at 6.4244 eV.

```
45
C20H12BaCl5N3O4 wB97M-V/def2-TZVPD
Ba 0.093 -0.813 0.645
O 1.701 4.342 3.366
C 2.332 4.460 2.215
O 3.149 5.321 2.007
C 2.023 3.444 1.158
C 2.740 3.306 -0.017
Cl 4.051 4.191 -0.624
N 2.205 2.284 -0.721
N 1.134 1.771 -0.086
C 1.015 2.457 1.045
C -0.087 2.042 2.005
O 0.029 2.377 3.192
O -0.996 1.319 1.511
C 2.529 1.828 -2.035
C 3.796 1.348 -2.318
C 4.074 0.897 -3.600
C 3.091 0.927 -4.579
C 1.822 1.405 -4.279
C 1.535 1.858 -3.001
H 1.061 3.567 3.373
H 4.550 1.320 -1.542
H 5.060 0.517 -3.831
H 3.314 0.577 -5.579
H 1.056 1.433 -5.043
H 0.557 2.241 -2.744
Cl -3.965 -0.194 -4.260
C -2.272 0.288 -4.119
Cl -1.298 -0.474 -5.370
Cl -2.126 2.051 -4.188
C -1.775 -0.159 -2.811
N -1.386 -0.499 -1.791
Cl 0.373 -3.493 -4.918
C 0.858 -3.194 -3.267
C 1.688 -2.130 -2.961
C 2.125 -1.944 -1.657
C 1.802 -2.848 -0.608
C 2.211 -2.620 0.736
C 0.874 -3.866 -0.961
C 0.433 -4.049 -2.257
H 2.008 -1.449 -3.741
H 2.811 -1.128 -1.451
H 3.132 -2.053 0.865
H 2.124 -3.463 1.417
H 0.561 -4.570 -0.197
H -0.230 -4.871 -2.496
```

# 3
Molecular formula: C5H12BN
Method: DFT, wB97M-V/def2-TZVPD

The HOMO energy is -8.2753 eV. The multiplicity is 1. Its total charge is 0. The relative energy (zero: lowest compared OMol25 entry of this formula, charge and spin) comes out at 55.5 kcal per mole. The calculation puts the gap between HOMO and LUMO at 9.0429 eV.

```
19
C5H12BN wB97M-V/def2-TZVPD
B 0.524 0.117 0.371
C -0.129 -0.057 1.773
C -1.600 0.013 1.349
C -1.662 -0.580 -0.061
C 3.042 0.437 -0.071
C -0.438 -0.023 -2.041
N -0.390 -0.115 -0.614
H -0.005 -1.112 2.271
H 0.106 0.716 2.651
H -2.317 -0.442 1.973
H -1.853 1.006 1.228
H -1.680 -1.656 -0.218
H -2.530 -0.162 -0.586
H 3.429 1.394 0.391
H 3.186 0.638 -1.130
H 3.739 -0.351 0.227
H -1.161 0.812 -2.284
H 0.544 0.292 -2.626
H -0.806 -0.928 -2.604
```

# 4
Molecular formula: C5H9NS
Method: DFT, wB97M-V/def2-TZVPD

The HOMO energy is -8.4923 eV. The multiplicity is 1. Its total charge is 0. The relative energy (zero: lowest compared OMol25 entry of this formula, charge and spin) comes out at 81.3 kcal per mole. The SMILES is NS[C@@H]1CC12CC2. The calculation puts the gap between HOMO and LUMO at 9.2267 eV.

```
16
C5H9NS wB97M-V/def2-TZVPD
N 0.387 -1.450 -1.931
S 0.986 0.093 -2.104
C -0.291 0.785 -0.776
C 0.213 1.837 0.153
C -0.142 0.439 0.641
C -0.930 -0.282 1.621
C 0.447 -0.688 1.272
H -0.156 -1.708 -2.639
H 1.175 -2.160 -1.965
H -1.206 1.033 -1.232
H 1.158 2.191 0.067
H -0.511 2.679 0.193
H -1.769 -0.998 1.315
H -1.087 0.253 2.608
H 1.155 -0.499 2.015
H 0.572 -1.525 0.762
```

Please write out number 4 again, unchanged.
Molecular formula: C5H9NS
Method: DFT, wB97M-V/def2-TZVPD

The HOMO energy is -8.4923 eV. The multiplicity is 1. Its total charge is 0. The relative energy (zero: lowest compared OMol25 entry of this formula, charge and spin) comes out at 81.3 kcal per mole. The SMILES is NS[C@@H]1CC12CC2. The calculation puts the gap between HOMO and LUMO at 9.2267 eV.

```
16
C5H9NS wB97M-V/def2-TZVPD
N 0.387 -1.450 -1.931
S 0.986 0.093 -2.104
C -0.291 0.785 -0.776
C 0.213 1.837 0.153
C -0.142 0.439 0.641
C -0.930 -0.282 1.621
C 0.447 -0.688 1.272
H -0.156 -1.708 -2.639
H 1.175 -2.160 -1.965
H -1.206 1.033 -1.232
H 1.158 2.191 0.067
H -0.511 2.679 0.193
H -1.769 -0.998 1.315
H -1.087 0.253 2.608
H 1.155 -0.499 2.015
H 0.572 -1.525 0.762
```

Number 2 is which compound?
C20H12BaCl5N3O4

Number 1 is which compound?
C27H35F7O24